115
Properties=species:S:1:pos:R:3:forces:R:3 method="wB97M-V/def2-TZVPD" total_energy_ha=-6001.2349 gap_ev=1.06 homo_ev=-6.88 total_charge=+1
C 1.57234 3.22104 -2.23081 -0.3 0.5 -0.3
C 0.49636 2.62797 -3.14664 0.4 -0.5 0.2
C 0.73758 1.14691 -3.45349 0.2 -0.2 0.2
C -0.36751 0.56576 -4.34440 -0.2 0.0 -0.2
N -1.33839 -0.24983 -3.58122 0.1 0.5 -0.6
C -1.21557 -1.68964 -3.77378 0.1 -0.5 0.5
C 0.19409 -2.26535 -3.60270 0.2 -0.6 0.0
C 0.24550 -3.50900 -2.69191 -0.2 0.9 0.1
C -0.00258 -3.20753 -1.20363 0.0 -0.2 -0.2
C 1.15579 -2.43721 -0.55475 0.1 -1.2 1.1
C 2.05347 -3.44586 0.19458 0.6 0.6 -0.2
N 3.08042 -2.58022 0.81748 -0.6 -0.1 0.2
C 2.28158 -1.56461 1.37581 0.4 0.8 0.8
O 2.64688 -0.87377 2.32702 -0.6 -0.5 -0.7
C 0.91734 -1.50043 0.67131 0.7 0.4 0.0
B 0.42238 -0.01023 0.41774 -0.2 0.2 0.0
C -0.98757 0.29267 -0.16995 0.2 -0.5 -0.1
O 1.27553 1.02415 0.73183 0.0 -0.1 0.0
C -2.69991 0.15251 -3.88055 -0.3 -0.2 0.3
S -3.45792 -0.11788 -5.28303 0.1 -0.2 0.0
S -3.39366 0.95317 -2.49787 0.2 0.1 0.2
C -5.02645 0.21327 -2.26779 -0.5 0.2 0.4
C -4.97315 -0.79272 -1.10321 -0.2 -0.4 -0.2
C -5.57645 -2.15822 -1.49543 -0.3 0.3 -0.4
H 1.96745 2.45626 -1.54153 -0.5 -0.1 0.2
H 1.18032 4.03788 -1.62062 0.1 -0.1 0.1
H 2.38449 3.68099 -2.81888 0.0 -0.1 0.0
H 0.49084 3.17513 -4.08856 -0.3 0.2 0.1
H -0.46447 2.71639 -2.63763 -0.1 0.1 -0.2
H 0.75988 0.58968 -2.50939 -0.1 0.0 0.0
H 1.72773 1.00122 -3.90669 0.0 0.1 -0.1
H 0.01313 0.02519 -5.21576 0.1 -0.1 0.1
H -0.91782 1.41166 -4.76138 0.0 -0.1 -0.1
H -1.62336 -2.01043 -4.73794 0.0 0.2 -0.1
H -1.85381 -2.16816 -3.00923 -0.1 0.2 0.0
H 0.93280 -1.57963 -3.18713 -0.2 0.4 -0.3
H 0.52502 -2.58305 -4.59371 0.3 0.2 0.1
H -0.48605 -4.22703 -3.07214 0.2 -0.3 0.1
H 1.25174 -3.93165 -2.74987 -0.2 -0.3 -0.2
H -0.98073 -2.75549 -1.00889 0.1 0.2 -0.1
H -0.02125 -4.18869 -0.71570 -0.2 0.1 0.2
H 1.86234 -1.98829 -1.25986 -0.5 0.4 -0.3
H 1.49346 -3.83262 1.04673 -0.1 -0.5 -0.3
H 2.49200 -4.25314 -0.38924 0.0 0.1 0.0
H 3.75630 -2.23606 0.14440 0.4 0.0 0.3
H 0.20439 -1.96810 1.36411 -0.2 0.0 -0.2
H -1.34158 -0.56846 -0.74044 -0.1 0.1 0.0
H -1.72855 0.46114 0.61795 0.0 0.1 0.0
H -0.98592 1.13087 -0.86797 -0.1 0.1 0.2
H 0.78532 1.85376 0.70138 0.1 0.1 -0.1
H -5.38878 -0.26309 -3.17627 0.3 0.3 -0.3
H -5.71072 1.02978 -2.03376 0.0 0.0 -0.1
H -5.55433 -0.44110 -0.24810 0.3 0.1 -0.1
H -3.94182 -0.90755 -0.76901 0.0 0.0 0.1
H -4.89324 -3.00467 -1.32149 0.3 -0.2 0.4
H -6.46983 -2.35325 -0.90029 0.1 -0.2 0.1
H -5.86312 -2.19364 -2.55032 0.0 0.0 0.0
Li -3.76007 -4.22832 -2.23202 -0.2 0.2 -0.1
C -9.12159 4.88408 -0.69317 -0.1 0.0 0.1
O -8.00359 5.53406 -1.31834 0.0 0.0 0.0
C -7.32671 4.77170 -2.15948 0.1 0.0 0.1
O -7.56173 3.62299 -2.43431 0.0 -0.1 0.0
O -6.30887 5.48484 -2.65869 0.0 0.0 0.0
C -5.51358 4.74147 -3.57628 0.2 0.0 -0.1
H -9.56999 5.62599 -0.04106 0.1 0.1 0.0
H -9.84342 4.56580 -1.44169 0.0 -0.1 0.0
H -8.78885 4.03076 -0.10671 0.0 0.0 -0.1
H -6.10084 4.42332 -4.43590 0.0 -0.1 0.0
H -5.08701 3.87163 -3.08054 0.0 -0.1 -0.1
H -4.71531 5.39782 -3.91229 -0.1 0.1 0.1
C -0.66661 -6.46087 -5.52383 0.1 0.0 -0.2
Cl -1.30345 -4.88437 -6.00549 -0.1 0.1 0.0
Cl -1.45121 -6.97335 -4.00994 -0.1 0.0 0.1
Cl -0.98978 -7.64100 -6.77557 0.0 0.0 0.0
Cl 1.07435 -6.32901 -5.26191 0.0 0.0 0.1
C 5.11049 -1.69465 4.31501 0.0 0.0 0.1
C 6.28940 -2.41091 4.14951 -0.1 0.1 0.0
C 7.36349 -2.20174 5.00424 0.0 -0.1 -0.1
C 7.23013 -1.27644 6.01772 -0.1 -0.1 -0.1
C 6.07173 -0.55459 6.20695 -0.3 0.3 0.1
C 5.01131 -0.76361 5.34561 0.2 -0.4 -0.2
N 8.34549 -1.01543 6.96044 -0.4 0.1 -0.2
O 9.37481 -1.62809 6.78731 0.1 -0.1 0.0
O 8.10108 -0.19106 7.79828 0.5 0.2 0.3
H 4.28736 -1.87754 3.63834 0.0 0.0 -0.1
H 6.37123 -3.13630 3.35200 0.0 0.0 0.0
H 8.28828 -2.74729 4.88509 0.0 0.0 0.1
H 6.00789 0.16116 7.01397 0.1 0.0 0.0
H 4.10908 -0.18567 5.52014 0.3 0.1 0.3
O -6.64355 -1.74545 3.31667 -0.4 0.1 0.1
P -6.80504 -0.62294 2.29879 0.4 -0.1 -0.4
O -7.30773 -1.23173 0.99799 0.1 -0.2 -0.1
O -5.47501 0.08281 2.02812 -0.1 0.2 -0.1
O -7.74892 0.42478 2.87204 0.2 -0.1 0.4
O 5.84537 5.09869 8.44968 0.0 0.0 0.0
C 6.85071 4.46919 8.65589 -0.1 -0.1 -0.2
O 8.06386 5.04864 8.70084 0.1 0.0 0.0
C 9.08860 4.02580 8.84489 0.0 -0.1 0.0
C 8.38763 2.81718 9.44542 -0.1 0.4 -0.5
C 6.98842 2.97171 8.85706 0.2 0.1 0.3
H 9.49338 3.82637 7.84846 0.0 0.0 0.0
H 9.88624 4.41346 9.47274 -0.1 0.2 0.0
H 8.87217 1.86635 9.22768 0.0 -0.1 0.3
H 8.35149 2.90544 10.52739 0.0 -0.1 0.0
H 6.90296 2.48864 7.87795 -0.1 0.0 0.0
H 6.20728 2.60576 9.51844 -0.1 0.0 -0.1
C -6.19791 -0.21199 -8.87314 -0.2 0.1 -0.1
C -5.10597 -1.04916 -8.39978 0.0 0.0 0.0
N -4.24773 -1.71321 -8.02672 0.0 0.0 0.0
H -6.98450 -0.15166 -8.12323 0.0 0.0 0.0
H -5.84335 0.79546 -9.08240 0.1 0.0 0.0
H -6.62366 -0.62333 -9.78635 0.0 -0.1 0.0
Al 4.02329 2.33404 -1.87901 0.6 -0.1 0.0
F 9.07835 0.51079 10.61887 0.0 -0.2 0.0
Na 2.37815 -0.16183 4.58697 -0.2 -0.1 -0.6